Entry 1:
Formula: C5H14NO2
Source: OMol25
Level of theory: the ωB97M-V functional and the def2-TZVPD basis

Output
**E_HOMO**: -13.91 eV
**Charge**: +1
**Energy relative to the best compared isomer or geometry (same formula, charge and spin)**: 90.1 kcal per mole
**Frontier orbital gap**: 9.12 eV
**LUMO level**: -4.788 eV
**E**: -10987.8960 eV
**F_max**: 5.25 eV Å⁻¹

Cartesian coordinates (Å):
C1 1.155 -1.217 1.853
O1 2.187 -0.449 1.387
C2 0.243 -1.581 0.582
C3 -1.152 -1.044 0.591
C4 -1.497 0.040 -0.532
C5 -0.328 2.359 -0.192
N1 -0.386 1.047 -0.427
H1 1.522 -2.040 2.471
H2 0.518 -0.682 2.540
H3 3.021 -0.812 1.554
H4 0.193 -2.576 0.279
H5 0.802 -1.358 -0.240
H6 -1.968 -1.892 0.490
H7 -1.420 -0.656 1.471
H8 -1.432 -0.442 -1.622
H9 -2.429 0.577 -0.544
H10 0.612 2.840 0.086
H11 -1.148 3.132 -0.271
H12 0.538 0.633 -0.347
H13 0.704 0.913 -2.621
H14 0.331 1.822 -3.628
O2 -0.068 1.385 -2.879

Force components x, y, z for each atom (eV/Å):
-1.83 -1.59 -0.74
-0.50 2.33 -0.89
-0.05 -0.10 2.77
-2.69 -1.68 -4.18
1.76 -1.32 -2.02
-1.21 -1.94 -0.67
0.06 3.78 1.66
-0.13 -0.44 -0.54
-0.18 0.67 0.23
1.79 -0.87 0.48
-0.22 -2.44 0.75
1.66 1.91 -2.41
1.67 1.52 -0.20
-0.70 1.83 3.64
0.16 1.05 2.38
-0.41 -0.02 0.64
0.17 -0.69 -0.30
0.34 -1.71 0.07
0.08 -0.36 0.21
0.92 -1.07 0.68
-0.45 0.63 -0.92
-0.22 0.53 -0.66

=====

Entry 2:
Formula: C5H14NO2
Source: OMol25
Level of theory: the ωB97M-V functional and the def2-TZVPD basis

Output
**E_HOMO**: -14.94 eV
**Charge**: +1
**Energy relative to the best compared isomer or geometry (same formula, charge and spin)**: 92.3 kcal per mole
**Frontier orbital gap**: 12.02 eV
**LUMO level**: -2.914 eV
**E**: -10987.8018 eV
**F_max**: 5.40 eV Å⁻¹

Cartesian coordinates (Å):
C1 1.180 1.225 -0.619
C2 -0.467 1.040 2.126
C3 -2.117 -0.213 -1.033
C4 1.657 -1.661 -0.998
C5 0.210 0.065 -0.395
N1 -0.132 -0.249 1.452
O1 -1.008 0.622 -0.649
O2 0.317 -1.116 -0.949
H1 2.085 0.948 -0.195
H2 1.474 1.336 -1.762
H3 0.651 2.039 -0.369
H4 -0.893 0.739 3.053
H5 0.230 1.858 2.124
H6 -1.248 1.359 1.543
H7 -3.016 0.339 -1.162
H8 -2.478 -1.062 -0.306
H9 -1.844 -0.509 -1.955
H10 2.314 -1.507 -0.134
H11 2.006 -0.992 -1.791
H12 1.428 -2.595 -1.316
H13 0.522 -0.757 2.054
H14 -0.871 -0.910 1.281

Force components x, y, z for each atom (eV/Å):
1.13 -4.00 -3.45
-0.66 -1.84 -0.16
-0.91 -0.85 3.21
0.22 3.86 -0.81
-2.55 1.61 -1.26
2.85 0.48 -0.49
-0.48 -0.10 0.91
-0.05 -0.11 1.97
1.81 0.51 1.43
-1.12 -0.55 2.10
-1.09 3.22 1.38
0.06 0.48 1.16
1.03 -0.46 0.21
-2.13 1.26 -1.14
-0.32 1.29 0.20
1.43 1.33 -1.21
0.50 -2.04 -3.02
-0.70 -0.42 0.20
1.14 -0.95 -0.21
0.41 -3.05 -0.75
0.27 0.05 -0.56
-0.86 0.29 0.29

=====

Entry 3:
Formula: C5H14NO4
Source: OMol25
Level of theory: the ωB97M-V functional and the def2-TZVPD basis

Output
**E_HOMO**: -5.21 eV
**Charge**: -1
**Energy relative to the best compared isomer or geometry (same formula, charge and spin)**: 4.2 kcal per mole
**Frontier orbital gap**: 8.73 eV
**LUMO level**: 3.517 eV
**E**: -15094.7375 eV
**F_max**: 1.79 eV Å⁻¹

Cartesian coordinates (Å):
C1 -1.466 1.416 0.561
N1 -0.948 0.477 1.589
C2 0.340 -0.090 1.374
O1 1.212 0.635 0.858
O2 0.451 -1.257 1.821
C3 -1.633 0.711 -0.830
C4 -0.435 0.933 -1.757
C5 -0.580 2.099 -2.734
H1 -0.705 2.176 0.425
H2 -2.454 1.658 0.948
H3 -1.635 -0.261 1.668
H4 -2.541 0.987 -1.385
H5 -1.758 -0.352 -0.612
H6 0.519 0.929 -1.224
H7 -0.305 0.014 -2.350
H8 -0.027 1.967 -3.648
H9 -0.146 2.992 -2.304
H10 -1.623 2.200 -3.037
H11 2.594 -0.352 0.180
H12 2.534 -1.813 -0.298
O3 3.138 -1.071 -0.242
H13 -0.568 -3.050 -0.496
H14 0.167 -2.645 0.890
O4 -0.307 -3.331 0.373

Force components x, y, z for each atom (eV/Å):
0.29 -1.74 -0.30
-0.63 0.64 -1.01
-0.22 -0.22 0.79
0.23 0.17 -0.24
0.46 -0.17 -0.12
0.32 0.22 0.45
0.40 -1.37 -0.92
0.13 -0.24 0.39
-0.45 0.68 0.37
0.11 0.97 -0.11
0.28 -0.25 0.38
-0.02 0.28 0.29
0.11 -0.10 -0.07
-0.30 0.51 0.27
-0.33 0.10 -0.14
0.38 -0.40 -0.39
-0.46 0.60 0.20
-0.05 0.42 0.17
0.08 -0.61 -0.10
-0.16 -0.04 0.19
0.03 0.62 -0.01
0.19 0.64 -0.16
-0.36 0.63 -0.30
-0.02 -1.36 0.36

=====

Entry 4:
Formula: C5H14NOS
Source: OMol25
Level of theory: the ωB97M-V functional and the def2-TZVPD basis

Output
**E_HOMO**: -2.40 eV
**Charge**: -1
**Energy relative to the best compared isomer or geometry (same formula, charge and spin)**: 48.6 kcal per mole
**Frontier orbital gap**: 5.91 eV
**LUMO level**: 3.504 eV
**E**: -19784.1466 eV
**F_max**: 5.53 eV Å⁻¹

Cartesian coordinates (Å):
C1 -0.832 -1.270 1.602
N1 0.257 -1.030 0.682
C2 -0.115 -0.389 -0.668
C3 0.997 -0.850 -1.707
S1 0.528 -0.157 -3.254
C4 -0.243 1.084 -0.541
C5 -0.232 -1.506 3.035
H1 -1.585 -0.444 1.531
H2 -1.474 -2.115 1.263
H3 0.953 -0.584 1.176
H4 -1.047 -0.772 -1.073
H5 1.936 -0.497 -1.613
H6 0.925 -2.015 -1.861
H7 0.433 1.658 -1.153
H8 -0.308 1.309 0.605
H9 -1.193 1.434 -1.016
H10 0.248 -0.699 3.529
H11 -1.114 -1.740 3.573
H12 0.446 -2.411 2.950
H13 1.193 3.482 -2.322
H14 -0.141 3.573 -2.723
O1 0.367 3.939 -2.014

Force components x, y, z for each atom (eV/Å):
0.18 0.77 -0.20
-2.75 -1.67 -2.24
3.08 -2.03 0.75
-4.80 -2.72 -0.27
-0.55 0.94 -2.29
-1.89 1.45 1.38
-0.77 -1.92 -2.30
0.44 0.04 0.73
0.75 -0.09 0.39
1.85 1.56 0.60
-0.06 -0.67 0.40
3.21 0.76 1.55
0.48 2.08 0.94
0.88 0.04 0.52
0.35 0.26 -2.09
0.36 -0.27 0.66
0.57 0.97 -0.03
-0.62 -0.60 1.27
-0.73 1.10 0.33
-0.46 0.65 1.00
-1.49 -0.30 -0.63
1.96 -0.37 -0.47

=====

Entry 5:
Formula: C5H14NS
Source: OMol25
Level of theory: the ωB97M-V functional and the def2-TZVPD basis

Output
**E_HOMO**: -12.00 eV
**Charge**: +1
**Energy relative to the best compared isomer or geometry (same formula, charge and spin)**: 9.1 kcal per mole
**Frontier orbital gap**: 8.51 eV
**LUMO level**: -3.486 eV
**E**: -17730.8850 eV
**SMILES**: CSCC[C@H](C)[NH3+]
**F_max**: 1.19 eV Å⁻¹

Cartesian coordinates (Å):
C1 0.319 1.431 2.598
S1 1.264 0.276 1.606
C2 0.011 -0.761 0.840
C3 -0.855 -0.053 -0.208
C4 -0.259 -0.059 -1.589
C5 -1.068 0.639 -2.658
N1 -0.178 -1.572 -2.071
H1 -0.320 0.965 3.351
H2 -0.344 2.056 1.991
H3 1.055 2.093 3.033
H4 -0.630 -1.260 1.571
H5 0.640 -1.539 0.410
H6 -0.939 0.998 0.064
H7 -1.874 -0.437 -0.189
H8 0.780 0.249 -1.604
H9 -2.085 0.219 -2.672
H10 -0.643 0.551 -3.652
H11 -1.107 1.720 -2.506
H12 -0.848 -1.682 -2.831
H13 0.736 -1.748 -2.492
H14 -0.345 -2.206 -1.293

Force components x, y, z for each atom (eV/Å):
-0.82 0.22 -0.37
0.27 -0.05 0.05
-0.19 0.03 0.16
0.26 0.34 0.33
-0.06 -0.92 -0.74
-0.37 0.27 0.01
0.35 1.09 -0.33
0.43 -0.13 0.09
0.18 -0.03 -0.09
0.08 0.04 0.31
0.15 0.14 0.12
-0.05 -0.28 -0.14
-0.10 0.11 0.07
-0.10 -0.15 -0.30
0.11 0.23 0.29
0.16 0.35 -0.01
0.23 -0.31 -0.19
-0.17 -0.17 0.35
-0.28 -0.36 0.26
-0.02 -0.18 0.27
-0.05 -0.24 -0.13

=====

Entry 6:
Formula: C5H14NS2
Source: OMol25
Level of theory: the ωB97M-V functional and the def2-TZVPD basis

Output
**E_HOMO**: -11.77 eV
**Charge**: +1
**Energy relative to the best compared isomer or geometry (same formula, charge and spin)**: 48.6 kcal per mole
**Frontier orbital gap**: 6.67 eV
**LUMO level**: -5.104 eV
**E**: -28564.7253 eV
**F_max**: 2.42 eV Å⁻¹

Cartesian coordinates (Å):
C1 -1.012 1.539 -2.331
S1 -0.118 0.040 -2.911
S2 -0.967 -1.392 -1.655
C2 0.295 -2.726 -1.638
H1 -2.037 1.437 -2.677
H2 -1.022 1.568 -1.225
H3 -0.480 2.419 -2.728
H4 1.237 -2.198 -1.804
H5 0.129 -3.248 -0.689
H6 0.050 -3.366 -2.477
C3 -0.443 0.797 2.934
C4 0.163 1.270 1.584
C5 1.445 -0.533 0.675
N1 0.337 0.140 0.712
H7 -1.413 0.297 2.898
H8 0.236 0.156 3.522
H9 -0.571 1.702 3.553
H10 -0.510 2.002 1.135
H11 1.117 1.775 1.736
H12 1.915 -1.125 -0.183
H13 2.104 -0.440 1.485
H14 -0.455 -0.114 0.083

Force components x, y, z for each atom (eV/Å):
0.17 -0.72 0.52
0.37 0.27 -0.02
-0.74 0.00 0.12
-0.81 0.92 -0.45
0.02 0.45 -0.10
0.09 0.15 -0.54
-0.36 -0.45 0.05
0.17 -0.67 0.29
0.53 0.12 -0.24
0.29 -0.21 0.02
0.45 0.86 0.81
-0.85 -0.04 2.26
-0.73 0.19 -1.89
1.68 -1.24 -1.06
0.14 0.11 -0.48
-0.08 0.15 -0.53
-0.08 -0.35 -0.22
0.03 -0.33 -0.30
-0.04 -0.21 0.01
-1.89 0.38 1.18
0.98 0.77 1.10
0.68 -0.14 -0.53

=====

Entry 7:
Formula: C5H14O
Source: OMol25
Level of theory: the ωB97M-V functional and the def2-TZVPD basis

Output
**E_HOMO**: -10.63 eV
**Charge**: 0
**Energy relative to the best compared isomer or geometry (same formula, charge and spin)**: 22.5 kcal per mole
**Frontier orbital gap**: 11.47 eV
**LUMO level**: 0.839 eV
**E**: -7458.8109 eV
**SMILES**: CCC(C)C.O
**F_max**: 4.15 eV Å⁻¹

Cartesian coordinates (Å):
C1 -0.241 1.519 1.308
C2 0.079 0.313 0.397
C3 -1.015 -0.789 0.429
C4 -0.437 -1.816 -0.614
C5 -2.356 -0.183 -0.042
H1 -1.077 2.026 0.983
H2 -0.278 1.236 2.366
H3 0.516 2.287 1.254
H4 0.192 0.615 -0.675
H5 1.089 -0.062 0.585
H6 -1.058 -1.324 1.335
H7 -0.457 -2.788 -0.173
H8 0.605 -1.549 -0.949
H9 -1.000 -1.898 -1.529
H10 -2.979 0.302 0.693
H11 -2.983 -1.057 -0.389
H12 -2.115 0.467 -0.792
O1 4.498 0.606 -1.134
H13 5.184 1.223 -1.362
H14 3.833 0.872 -1.689

Force components x, y, z for each atom (eV/Å):
2.29 -1.20 0.22
-0.29 0.81 0.24
1.63 0.88 -2.61
0.30 0.68 -0.05
-0.68 -3.71 1.73
-2.36 0.80 -0.40
-0.38 -0.06 -0.22
0.68 0.12 -0.09
-0.48 0.15 0.68
-0.21 -0.29 0.53
-0.23 -0.17 1.42
0.31 -0.84 0.18
-0.92 -0.42 0.60
-0.53 0.19 -0.36
0.22 0.33 0.51
0.50 1.08 -0.08
0.16 1.67 -2.28
2.11 -1.03 1.93
0.80 0.30 0.12
-2.92 0.73 -2.05

=====

Entry 8:
Formula: C5H14O2
Source: OMol25
Level of theory: the ωB97M-V functional and the def2-TZVPD basis

Output
**E_HOMO**: -9.93 eV
**Charge**: 0
**Energy relative to the best compared isomer or geometry (same formula, charge and spin)**: 15.1 kcal per mole
**Frontier orbital gap**: 10.79 eV
**LUMO level**: 0.863 eV
**E**: -9506.3445 eV
**SMILES**: CC(C)CCO.O
**F_max**: 1.99 eV Å⁻¹

Cartesian coordinates (Å):
C1 -1.350 -0.243 1.190
C2 -0.855 0.749 0.111
C3 -1.708 0.651 -1.204
C4 0.607 0.693 -0.241
C5 1.572 0.790 0.962
O1 2.676 -0.053 0.693
H1 -2.341 -0.647 1.041
H2 -0.587 -1.026 1.278
H3 -1.277 0.295 2.139
H4 -1.109 1.743 0.490
H5 -2.637 0.133 -0.987
H6 -1.201 0.189 -2.048
H7 -1.968 1.668 -1.502
H8 0.911 -0.270 -0.653
H9 0.854 1.500 -0.929
H10 1.964 1.810 1.081
H11 1.123 0.481 1.913
H12 3.233 -0.303 1.449
O2 0.771 -2.727 -1.227
H13 1.390 -2.888 -1.940
H14 -0.069 -2.545 -1.617

Force components x, y, z for each atom (eV/Å):
1.92 0.48 0.20
-1.75 0.10 -0.91
0.20 0.52 0.69
1.18 -0.21 1.23
0.30 0.41 0.49
0.80 -0.78 -0.49
-0.12 -0.01 -0.08
-0.47 -0.39 -0.07
-0.42 -0.26 0.15
0.29 0.07 0.08
-0.15 -0.13 -0.21
0.11 -0.23 0.09
-0.04 -0.09 -0.24
-0.45 -0.04 -0.44
-0.04 -0.12 -0.25
-0.33 0.04 0.10
-0.28 0.12 -0.17
-0.70 0.54 -0.15
0.75 -0.20 0.70
-0.02 0.03 -0.17
-0.77 0.15 -0.53

=====

Entry 9:
Formula: C5H14O2
Source: OMol25
Level of theory: the ωB97M-V functional and the def2-TZVPD basis

Output
**E_HOMO**: -9.34 eV
**Charge**: 0
**Energy relative to the best compared isomer or geometry (same formula, charge and spin)**: 51.0 kcal per mole
**Frontier orbital gap**: 10.02 eV
**LUMO level**: 0.678 eV
**E**: -9504.7892 eV
**SMILES**: C=C(C)CC.O.O
**F_max**: 2.99 eV Å⁻¹

Cartesian coordinates (Å):
C1 1.056 0.794 -0.847
C2 1.790 1.359 0.107
C3 1.483 2.639 0.792
C4 2.878 0.450 0.712
C5 2.184 -0.850 1.238
H1 0.037 1.157 -1.264
H2 1.398 -0.103 -1.412
H3 0.436 2.386 1.127
H4 2.112 2.883 1.656
H5 1.557 3.497 -0.058
H6 3.141 0.936 1.709
H7 3.778 0.440 0.023
H8 2.989 -1.551 1.452
H9 1.440 -0.914 2.106
H10 1.494 -1.268 0.505
O1 -6.591 -1.527 -1.062
H11 -5.860 -1.516 -1.750
H12 -6.197 -0.808 -0.521
O2 -1.068 -1.975 -0.625
H13 -0.895 -2.281 -1.549
H14 -0.512 -1.186 -0.541

Force components x, y, z for each atom (eV/Å):
-1.84 0.24 -2.00
0.91 -1.70 0.10
-1.25 1.24 -1.79
-0.91 1.59 2.01
-0.14 -1.11 -0.40
1.95 0.00 0.79
-0.15 0.53 0.88
0.73 1.44 -0.11
-0.14 -0.13 -0.43
-0.57 -1.71 2.39
0.48 -0.22 -1.50
-1.01 -0.85 1.01
-0.23 -0.42 0.10
1.50 1.37 -0.55
0.66 -0.30 -0.53
2.33 1.13 -0.86
-1.49 -0.56 0.76
-0.83 -0.58 0.10
0.35 -0.17 -1.20
-0.24 0.33 1.17
-0.12 -0.11 0.04

=====

Entry 10:
Formula: C5H14O2
Source: OMol25
Level of theory: the ωB97M-V functional and the def2-TZVPD basis

Output
**E_HOMO**: -8.91 eV
**Charge**: 0
**Energy relative to the best compared isomer or geometry (same formula, charge and spin)**: 16.0 kcal per mole
**Frontier orbital gap**: 9.40 eV
**LUMO level**: 0.498 eV
**E**: -9506.3079 eV
**SMILES**: CC=C(C)C.O.O
**F_max**: 1.17 eV Å⁻¹

Cartesian coordinates (Å):
C1 -0.544 2.716 -1.320
C2 -1.082 1.335 -1.030
C3 -0.952 0.739 0.158
C4 -1.624 -0.618 0.401
C5 -0.203 1.307 1.329
H1 0.462 2.671 -1.740
H2 -1.172 3.212 -2.055
H3 -0.499 3.291 -0.396
H4 -1.552 0.743 -1.813
H5 -1.207 -1.093 1.280
H6 -1.574 -1.245 -0.473
H7 -2.680 -0.444 0.593
H8 0.205 0.495 1.950
H9 -0.790 1.959 1.989
H10 0.689 1.882 1.043
O1 0.983 -4.358 -0.510
H11 1.761 -4.245 0.046
H12 1.134 -3.871 -1.335
O2 3.226 -1.617 0.625
H13 2.443 -2.180 0.639
H14 2.978 -0.680 0.618

Force components x, y, z for each atom (eV/Å):
-0.15 -0.59 -0.10
0.58 -0.06 0.61
-0.42 -0.63 -0.20
0.01 1.17 0.09
0.74 0.15 0.35
0.09 0.01 -0.04
-0.06 0.23 0.05
-0.06 0.18 -0.16
-0.09 0.35 -0.09
0.10 -0.36 -0.03
0.18 -0.39 -0.23
-0.16 -0.06 0.16
-0.33 0.15 -0.08
-0.09 -0.20 -0.15
-0.33 0.04 -0.18
-0.12 0.19 -0.10
0.02 -0.06 -0.32
0.17 -0.17 0.42
0.37 -0.03 -0.02
-0.12 0.67 0.03
-0.34 -0.58 0.00

=====

Entry 11:
Formula: C5H14O2
Source: OMol25
Level of theory: the ωB97M-V functional and the def2-TZVPD basis

Output
**<S²>**: 0.75
**E_HOMO (alpha / beta)**: -14.47 / -14.47 eV
**Charge**: +1
**Energy relative to the best compared isomer or geometry (same formula, charge and spin)**: 39.1 kcal per mole
**Frontier orbital gap (alpha / beta)**: 11.17 / 4.57 eV
**LUMO level (alpha / beta)**: -3.300 / -9.899 eV
**Spin multiplicity**: 2
**E**: -9496.5224 eV
**F_max**: 1.60 eV Å⁻¹

Cartesian coordinates (Å):
C1 2.338 0.889 0.175
O1 2.709 0.054 1.184
C2 1.065 0.632 -0.540
C3 -0.217 0.586 0.362
C4 -0.346 -0.817 0.952
C5 -1.396 0.912 -0.592
H1 3.215 0.970 -0.510
H2 2.348 1.858 0.733
H3 2.185 -0.782 1.186
H4 1.089 -0.288 -1.127
H5 0.938 1.395 -1.306
H6 -0.166 1.283 1.199
H7 -0.386 -1.606 0.213
H8 0.483 -1.149 1.593
H9 -1.244 -0.947 1.568
H10 -1.126 1.833 -1.093
H11 -2.330 0.952 -0.056
H12 -1.394 0.132 -1.345
H13 -2.981 -1.978 -1.569
H14 -2.290 -1.607 -0.212
O2 -2.494 -2.323 -0.817

Force components x, y, z for each atom (eV/Å):
-1.05 0.26 0.96
0.18 -0.75 -0.06
-0.35 -0.04 -0.54
-0.10 -0.84 -0.14
-0.02 -0.41 0.39
1.53 -0.25 0.42
0.32 0.27 -0.07
0.39 0.35 -0.49
0.11 0.08 0.02
0.08 -0.26 0.13
0.25 0.30 0.12
0.10 0.35 -0.18
-0.03 0.01 -0.60
-0.08 0.35 0.32
0.19 0.29 0.09
-0.60 0.38 -0.04
-0.32 0.17 0.01
-0.34 -0.15 -0.22
-0.10 0.20 0.11
-0.47 0.10 -0.28
0.31 -0.41 0.05

=====

Question: F_max of number 4 (C5H14NOS)?
Answer: 5.53 eV Å⁻¹

=====

Question: Which value of charge does entry 11 give?
Answer: +1

=====

Question: Look up the F_max of the seventh one.
Answer: 4.15 eV Å⁻¹